(w)
ORCA calculation (wB97M-V/def2-TZVPD) on a 2-piece molecular cluster, C4H12NO overall.

Properties
M = 90.15 u
LUMO level = -3.575 eV
highest occupied orbital energy = -0.531 hartree
Kohn-Sham gap = 10.86 eV
charge = +1

Geometry (Å):
C1 1.893 1.568 0.965
C2 1.872 0.403 -0.029
C3 0.540 -0.093 -0.485
C4 0.462 -1.253 -1.110
N1 -0.579 0.123 0.510
H1 1.352 2.421 0.695
H2 2.885 1.797 1.156
H3 1.590 1.361 2.013
H4 2.471 -0.445 0.222
H5 2.440 0.663 -0.967
H6 1.247 -1.469 -1.820
H7 -0.463 -1.813 -1.158
H8 -0.523 -0.172 1.411
H9 -0.671 1.179 0.726
H10 -1.343 -0.567 0.088
H11 -3.604 -0.306 -0.954
H12 -3.591 -1.579 -0.180
O1 -3.292 -0.710 -0.106


(x)
ORCA calculation (wB97M-V/def2-TZVPD) on a 2-piece molecular cluster, C4H12NO overall.

Properties
M = 90.15 u
LUMO level = -4.113 eV
highest occupied orbital energy = -0.487 hartree
Kohn-Sham gap = 9.13 eV
charge = +1

Geometry (Å):
C1 0.177 0.554 -0.811
C2 0.719 -0.852 -0.972
C3 0.643 -1.980 -0.051
C4 1.654 -2.917 -0.096
N1 -0.868 0.633 0.334
H1 -0.260 0.879 -1.762
H2 1.098 1.087 -0.542
H3 1.737 -0.503 -1.228
H4 0.292 -1.172 -1.912
H5 -0.118 -2.267 0.615
H6 2.697 -2.779 -0.647
H7 1.455 -3.991 0.053
H8 -0.830 -0.239 0.804
H9 -1.203 3.955 1.881
H10 -0.739 1.328 1.252
H11 -1.897 0.780 0.007
H12 -2.412 3.664 1.097
O1 -2.148 3.819 1.980


(w) ends up most stable, edging out the next structure by 0.0347 hartree.


(w)
ORCA calculation (wB97M-V/def2-TZVPD) on a 3-piece molecular cluster, C4H12NO overall.

Properties
M = 90.15 u
LUMO level = -9.597 eV
highest occupied orbital energy = -0.537 hartree
Kohn-Sham gap = 5.03 eV
charge = +1

Geometry (Å):
C1 -1.881 -0.975 -0.611
C2 -0.845 0.010 -0.165
C3 -0.018 -0.319 1.147
C4 -1.130 0.890 0.999
O1 1.363 1.631 0.048
N1 2.095 -0.541 -1.099
H1 -2.815 -0.424 -0.667
H2 -1.597 -1.547 -1.499
H3 -1.957 -1.841 0.132
H4 -0.311 0.570 -0.939
H5 1.066 -0.095 1.255
H6 -0.376 -1.152 1.782
H7 -0.716 1.885 1.056
H8 -1.860 0.609 1.765
H9 1.812 2.483 0.191
H10 1.863 0.379 -0.671
H11 2.478 -0.457 -2.053
H12 2.829 -1.107 -0.670


(x)
ORCA calculation (wB97M-V/def2-TZVPD) on an isolated ion of composition C4H12NO and charge +1.

Properties
M = 90.15 u
SMILES = C[C@H](O)[C@@H](C)[NH3+]
LUMO level = -3.471 eV
highest occupied orbital energy = -0.549 hartree
Kohn-Sham gap = 11.47 eV
charge = +1

Geometry (Å):
C1 0.774 1.538 -0.598
C2 -0.523 0.792 -0.629
O1 -1.319 1.303 0.514
C3 -0.454 -0.706 -0.189
C4 0.805 -1.496 -0.575
N1 -0.552 -0.847 1.325
H1 1.469 1.251 0.229
H2 1.372 1.358 -1.501
H3 0.655 2.602 -0.344
H4 -1.168 1.148 -1.429
H5 -1.407 2.258 0.568
H6 -1.351 -1.250 -0.466
H7 0.697 -1.765 -1.624
H8 1.677 -0.840 -0.593
H9 1.047 -2.335 0.075
H10 -0.777 -1.806 1.614
H11 0.357 -0.896 1.812
H12 -1.303 -0.310 1.812


(x) ends up most stable, edging out the next structure by 0.2780 hartree.